This record from the OMol25 dataset describes a structure of composition C53H41N7O2RuSe2 in a non-equilibrium geometry. The level of theory is ωB97M-V with the def2-TZVPD basis set.

The value obtained for the total energy is -7475.6792 Eh. Its net charge is +1. The LUMO energy (spin up / spin down) is -0.1198 / -0.1167 Ha. For the HOMO energy (spin up / spin down), the calculation gives -9.02 / -9.02 eV. Its expectation value of S² is 0.762. Its multiplicity is 2. The orbital gap (spin up / spin down) comes out at 5.77 / 5.84 eV.

Last column: Mulliken spin population.
Positions of all 106 atoms, in Å:
Ru (-0.141, -0.410, 1.054)  0.809
O (0.648, 1.261, 0.408)  0.124
C (1.827, 1.810, 0.936)  -0.023
C (1.699, 1.809, 2.483)  0.009
C (1.935, 0.456, 3.072)  -0.008
C (3.093, 0.209, 3.790)  -0.001
C (3.244, -1.001, 4.435)  -0.001
C (2.209, -1.915, 4.372)  0.001
C (1.088, -1.642, 3.610)  0.007
C (-0.067, -2.607, 3.602)  -0.007
C (-0.344, -3.224, 2.212)  -0.040
O (-0.771, -2.184, 1.369)  0.122
C (-1.517, -4.205, 2.310)  0.014
C (-1.359, -5.582, 2.228)  0.000
C (-2.471, -6.419, 2.227)  0.000
C (-3.747, -5.888, 2.305)  0.000
C (-3.913, -4.510, 2.384)  -0.002
C (-2.806, -3.677, 2.388)  -0.004
C (0.906, -3.886, 1.626)  0.018
C (1.094, -3.851, 0.246)  -0.024
C (2.216, -4.425, -0.336)  -0.003
C (3.177, -5.032, 0.460)  0.000
C (2.990, -5.088, 1.833)  0.000
C (1.856, -4.530, 2.410)  0.001
N (0.980, -0.482, 2.924)  -0.011
C (3.061, 0.959, 0.597)  0.019
C (4.339, 1.476, 0.795)  -0.002
C (5.459, 0.688, 0.572)  0.002
C (5.317, -0.630, 0.155)  -0.001
C (4.050, -1.154, -0.047)  0.006
C (2.933, -0.357, 0.171)  -0.001
C (1.979, 3.224, 0.380)  0.009
C (1.593, 4.351, 1.092)  -0.001
C (1.706, 5.618, 0.528)  0.001
C (2.199, 5.767, -0.758)  -0.001
C (2.563, 4.641, -1.487)  0.001
C (2.455, 3.383, -0.920)  -0.002
H (0.680, 2.128, 2.704)  -0.016
H (2.408, 2.507, 2.926)  0.001
H (3.858, 0.971, 3.842)  0.000
H (4.140, -1.215, 5.004)  0.000
H (2.263, -2.840, 4.929)  0.000
H (-0.978, -2.070, 3.875)  -0.003
H (0.102, -3.393, 4.337)  0.001
H (-0.368, -6.012, 2.153)  0.000
H (-2.334, -7.489, 2.142)  0.000
H (-4.610, -6.541, 2.302)  0.000
H (-4.909, -4.084, 2.424)  0.000
H (-2.940, -2.603, 2.429)  0.000
H (0.331, -3.398, -0.371)  0.014
H (2.329, -4.412, -1.413)  0.000
H (4.053, -5.483, 0.010)  0.000
H (3.729, -5.574, 2.458)  0.000
H (1.711, -4.628, 3.478)  0.000
H (4.457, 2.504, 1.120)  0.000
H (6.447, 1.103, 0.729)  0.000
H (6.192, -1.243, -0.020)  0.000
H (3.926, -2.180, -0.369)  0.001
H (1.944, -0.776, -0.010)  -0.004
H (1.190, 4.262, 2.093)  0.001
H (1.402, 6.488, 1.098)  0.000
H (2.299, 6.755, -1.192)  0.000
H (2.940, 4.743, -2.498)  0.000
H (2.745, 2.507, -1.487)  -0.001
Se (-7.453, -1.157, -0.513)  0.000
N (-6.597, -0.098, 0.620)  0.000
C (-5.322, -0.224, 0.379)  0.000
C (-4.283, 0.481, 1.123)  -0.003
C (-4.555, 1.380, 2.153)  0.005
C (-3.512, 1.971, 2.826)  -0.004
C (-2.214, 1.617, 2.479)  0.010
N (-1.948, 0.769, 1.501)  -0.004
C (-2.957, 0.226, 0.793)  -0.027
C (-2.605, -0.626, -0.333)  0.018
N (-1.311, -0.687, -0.648)  0.001
C (-0.929, -1.478, -1.641)  -0.009
C (-1.816, -2.253, -2.372)  0.000
C (-3.157, -2.174, -2.073)  -0.001
C (-3.568, -1.328, -1.048)  0.003
C (-4.966, -1.138, -0.679)  0.000
N (-5.960, -1.735, -1.274)  0.000
H (-5.587, 1.596, 2.402)  0.000
H (-3.682, 2.690, 3.614)  0.000
H (-1.366, 2.037, 3.003)  0.001
H (0.127, -1.462, -1.879)  0.004
H (-1.454, -2.895, -3.162)  0.000
H (-3.897, -2.745, -2.619)  0.000
C (-0.864, 5.295, -3.084)  0.000
N (-0.839, 4.129, -3.943)  0.000
C (-0.826, 2.847, -3.501)  0.000
Se (-0.689, 2.247, -1.763)  0.002
N (-0.763, 2.060, -4.606)  0.000
C (-0.712, 2.832, -5.763)  0.000
C (-0.587, 2.504, -7.101)  0.000
C (-0.515, 3.556, -8.004)  0.000
C (-0.586, 4.883, -7.580)  0.000
C (-0.722, 5.206, -6.236)  0.000
C (-0.767, 4.154, -5.336)  0.000
H (-0.507, 5.001, -2.099)  0.000
H (-1.875, 5.693, -2.993)  0.000
H (-0.208, 6.061, -3.494)  0.000
H (-0.760, 1.058, -4.552)  0.000
H (-0.539, 1.475, -7.432)  0.000
H (-0.401, 3.343, -9.058)  0.000
H (-0.527, 5.676, -8.313)  0.000
H (-0.790, 6.235, -5.910)  0.000

***

This record from the OMol25 dataset describes a cluster of 4 separate species, C22H51N3O2 in total in a non-equilibrium geometry. The level of theory is ωB97M-V with the def2-TZVPD basis set.

The value obtained for the total energy is -1183.4381 Eh. Its net charge is 0. The LUMO energy is 0.0090 Ha. For the HOMO energy, the calculation gives -7.83 eV. The SMILES is CCN(CC)CC.CCN(CC)CC.CCN(CC)CC.O=C1CCCO1. The orbital gap comes out at 8.07 eV.

Last column: Mulliken charge in e.
Positions of all 78 atoms, in Å:
C (-7.274, 5.475, 0.788)  -1.450
C (-7.943, 4.167, 1.073)  -0.270
N (-7.457, 3.156, 0.149)  0.096
C (-8.302, 1.955, 0.146)  -0.522
C (-9.470, 2.283, -0.818)  -1.265
C (-6.017, 2.857, 0.218)  -0.845
C (-5.605, 1.914, 1.273)  -1.078
H (-6.865, 5.555, -0.219)  0.360
H (-6.381, 5.521, 1.411)  0.321
H (-7.859, 6.364, 1.024)  0.381
H (-8.040, 3.969, 2.140)  0.333
H (-8.934, 4.359, 0.659)  0.341
H (-7.736, 1.123, -0.274)  0.377
H (-8.633, 1.761, 1.166)  0.334
H (-9.899, 1.417, -1.322)  0.392
H (-10.408, 2.493, -0.304)  0.341
H (-9.260, 3.069, -1.543)  0.331
H (-5.457, 3.792, 0.220)  0.502
H (-5.708, 2.414, -0.729)  0.328
H (-4.531, 2.079, 1.363)  0.373
H (-5.687, 0.861, 1.003)  0.337
H (-6.012, 2.246, 2.228)  0.285
C (4.189, -7.251, -0.136)  -1.542
C (4.248, -6.293, 1.031)  -0.294
N (4.891, -4.997, 0.695)  0.203
C (6.010, -4.977, -0.162)  -0.972
C (7.417, -5.084, 0.475)  -1.093
C (4.953, -3.953, 1.813)  -0.385
C (3.604, -3.928, 2.528)  -1.218
H (3.733, -6.635, -0.912)  0.387
H (3.468, -8.035, 0.096)  0.397
H (5.194, -7.518, -0.460)  0.351
H (3.216, -6.134, 1.345)  0.421
H (4.782, -6.741, 1.869)  0.302
H (5.911, -5.602, -1.050)  0.532
H (5.909, -3.980, -0.592)  0.425
H (8.181, -5.434, -0.219)  0.344
H (7.732, -4.104, 0.835)  0.310
H (7.406, -5.672, 1.392)  0.282
H (5.019, -2.946, 1.399)  0.410
H (5.606, -4.203, 2.648)  0.265
H (3.294, -3.045, 3.087)  0.359
H (3.731, -4.781, 3.195)  0.303
H (2.912, -4.137, 1.711)  0.213
C (4.924, 4.551, -0.625)  -1.385
C (3.698, 4.058, -1.350)  -0.319
N (2.525, 4.167, -0.395)  -0.027
C (1.287, 3.754, -1.064)  -0.466
C (0.047, 3.796, -0.190)  -1.343
C (2.733, 3.405, 0.860)  -0.729
C (2.746, 1.884, 0.830)  -1.053
H (5.677, 4.996, -1.276)  0.377
H (5.454, 3.741, -0.125)  0.309
H (4.672, 5.304, 0.122)  0.369
H (3.451, 4.695, -2.200)  0.472
H (4.021, 3.101, -1.759)  0.272
H (1.132, 4.426, -1.909)  0.478
H (1.430, 2.811, -1.591)  0.393
H (-0.792, 4.081, -0.825)  0.394
H (-0.117, 2.841, 0.309)  0.281
H (-0.017, 4.550, 0.595)  0.327
H (1.980, 3.664, 1.604)  0.366
H (3.641, 3.752, 1.352)  0.380
H (2.926, 1.483, 1.828)  0.431
H (3.511, 1.504, 0.153)  0.258
H (1.809, 1.407, 0.542)  0.219
O (0.275, -4.906, -1.017)  -0.591
C (-0.106, -3.830, -1.443)  0.495
O (-1.419, -3.590, -1.442)  -0.350
C (-1.659, -2.298, -2.011)  -0.409
C (-0.295, -1.895, -2.785)  -0.404
C (0.714, -2.674, -2.061)  -0.227
H (-1.953, -1.642, -1.192)  0.276
H (-2.483, -2.470, -2.704)  0.271
H (-0.104, -0.829, -2.664)  0.200
H (-0.293, -2.049, -3.864)  0.277
H (1.148, -2.005, -1.317)  0.154
H (1.510, -3.158, -2.627)  0.304